An isolated ion of composition C2H6N3OS and charge +1 at a distorted geometry, computed with ωB97M-V/def2-TZVPD.

Geometry (Å):
O (1.07, 2.73, 0.85)
S (0.17, 2.57, -0.48)
C (-0.07, 0.92, -0.30)
N (0.41, 0.12, 1.17)
N (0.02, -1.22, 0.74)
C (-0.50, -1.37, -0.64)
N (-0.41, -0.07, -1.17)
H (0.60, 3.38, 1.48)
H (-0.72, -1.49, 1.40)
H (0.81, -1.78, 0.89)
H (-1.47, -1.70, -0.57)
H (0.15, -2.08, -1.20)
H (-0.06, 0.00, -2.16)

net charge = +1
SMILES = OSC1=N[NH2+]CN1
HOMO-LUMO gap = 8.8 eV
E_HOMO = -0.4779 hartree
relative energy (zero: lowest compared OMol25 entry of this formula, charge and spin) = 5.1608 eV
largest force on an atom = 6.7 eV Å⁻¹

Results of the Mulliken charge analysis, in e, for atoms 1 through 8:
1. O -0.42
2. S 0.19
3. C 0.29
4. N -0.62
5. N 0.12
6. C -0.48
7. N -0.18
8. H 0.39